Model one:
{"formula": "C4H12S2", "method": "wB97M-V/def2-TZVPD", "symbols": ["C", "C", "S", "H", "H", "H", "H", "H", "H", "C", "C", "S", "H", "H", "H", "H", "H", "H"], "positions_angstrom": [[0.37, 0.83, 1.79], [1.46, 1.87, 1.60], [1.08, -0.84, 1.72], [-0.15, 0.97, 2.74], [-0.38, 0.94, 1.00], [2.08, 1.92, 2.50], [0.08, -1.50, 2.32], [1.01, 2.85, 1.43], [2.09, 1.62, 0.75], [-1.16, -0.54, -1.79], [-0.10, -1.46, -2.38], [-2.10, -1.37, -0.47], [-0.71, 0.36, -1.38], [-1.86, -0.23, -2.57], [-0.56, -2.40, -2.69], [-2.15, -0.33, 0.36], [0.68, -1.67, -1.66], [0.32, -1.02, -3.29]], "lowdin_charge": [-0.635, -0.184, 0.674, 0.069, 0.026, 0.068, -0.153, 0.070, 0.063, -0.621, -0.183, 0.675, 0.054, 0.057, 0.065, -0.172, 0.056, 0.070], "homo_lumo_gap_ha": 0.3469, "homo_energy_ev": -8.70, "smiles": "CCS.CCS"}

Model two:
{"formula": "C4H12S2", "method": "wB97M-V/def2-TZVPD", "symbols": ["C", "C", "S", "H", "H", "H", "H", "H", "H", "C", "S", "C", "H", "H", "H", "H", "H", "H"], "positions_angstrom": [[2.46, -3.31, 2.12], [2.11, -3.42, 0.66], [1.69, -1.65, -0.07], [2.64, -2.34, 2.49], [3.09, -4.02, 2.60], [1.68, -3.49, 2.90], [2.95, -3.89, 0.05], [1.36, -4.16, 0.35], [0.65, -2.21, -0.60], [-2.83, 2.88, -2.37], [-3.11, 3.49, -0.60], [-1.33, 3.45, 0.02], [-2.17, 1.97, -2.05], [-2.48, 3.73, -3.07], [-3.78, 2.42, -2.69], [-1.07, 2.59, 0.45], [-0.55, 3.74, -0.89], [-1.32, 4.22, 0.69]], "lowdin_charge": [-0.217, -0.510, 0.630, 0.031, 0.058, 0.083, 0.076, 0.059, -0.212, -0.425, 0.652, -0.387, 0.049, 0.057, 0.011, -0.034, 0.110, -0.032], "homo_lumo_gap_ha": 0.3402, "homo_energy_ev": -8.52, "smiles": "CCS.CSC"}

It is model one that is the most stable of them.

Model one:
{"formula": "C5H10N3O", "method": "wB97M-V/def2-TZVPD", "symbols": ["C", "C", "C", "C", "C", "N", "N", "N", "O", "H", "H", "H", "H", "H", "H", "H", "H", "H", "H"], "positions_angstrom": [[1.93, 0.22, 1.41], [0.14, -0.32, 0.29], [-2.20, -0.78, 0.98], [-1.14, -0.93, -0.11], [0.68, 1.41, -1.66], [1.94, 0.95, 0.35], [0.85, 0.64, -0.35], [0.83, -0.58, 1.41], [0.77, 0.58, -2.73], [2.69, 0.25, 2.17], [-1.95, -1.37, 1.86], [-3.15, -1.14, 0.60], [-2.32, 0.25, 1.28], [-1.48, -0.46, -1.04], [-0.97, -1.99, -0.32], [1.45, 2.19, -1.58], [-0.33, 1.85, -1.64], [0.56, -1.24, 2.13], [1.68, 0.47, -3.05]], "lowdin_charge": [-0.077, -0.188, -0.063, -0.132, -0.161, 0.130, 0.005, 0.197, 0.022, 0.145, 0.077, 0.089, 0.089, 0.126, 0.140, 0.142, 0.145, 0.187, 0.126], "homo_lumo_gap_ha": 0.4345, "total_charge": 1, "homo_energy_ev": -15.04, "smiles": "CCc1[nH+]cnn1CO"}

Model two:
{"formula": "C5H10N3O", "method": "wB97M-V/def2-TZVPD", "symbols": ["C", "C", "C", "C", "C", "N", "N", "N", "O", "H", "H", "H", "H", "H", "H", "H", "H", "H", "H"], "positions_angstrom": [[-1.18, -0.40, -0.23], [-1.04, 0.30, 2.15], [0.43, 0.79, 2.04], [0.39, -0.99, -2.61], [0.78, 1.36, -0.23], [-1.36, -0.47, 0.96], [0.51, 1.73, 0.94], [0.80, -2.24, -2.38], [-1.18, -0.55, -1.41], [-1.08, -0.35, 3.03], [-1.69, 1.10, 2.35], [0.56, 1.18, 3.05], [1.00, -0.05, 1.88], [1.01, -0.15, -2.19], [-0.32, -0.71, -3.35], [0.69, 2.17, -0.94], [0.05, 2.66, 1.36], [0.39, -3.09, -2.95], [1.23, -2.31, -1.48]], "lowdin_charge": [-0.276, -0.138, -0.168, 0.049, 0.008, 0.176, -0.111, 0.140, 0.064, 0.129, 0.109, 0.134, 0.092, 0.101, 0.109, 0.044, 0.218, 0.202, 0.119], "homo_lumo_gap_ha": 0.3133, "total_charge": 1, "homo_energy_ev": -12.32}

Model three:
{"formula": "C5H10N3O", "method": "wB97M-V/def2-TZVPD", "symbols": ["C", "C", "C", "C", "C", "N", "N", "N", "O", "H", "H", "H", "H", "H", "H", "H", "H", "H", "H"], "positions_angstrom": [[0.82, 0.39, -0.02], [0.14, 0.48, 1.35], [2.21, 0.82, -0.14], [-1.58, -1.10, 1.87], [0.07, -0.01, -2.31], [-1.57, 0.35, -0.03], [-1.20, 0.08, 1.17], [0.08, -0.01, -0.90], [0.60, 0.74, 2.40], [2.78, 0.03, -0.64], [2.76, 1.26, 0.72], [2.25, 1.53, -1.00], [-2.63, -1.40, 1.42], [-0.86, -1.91, 1.59], [-1.65, -0.96, 2.94], [0.36, -1.07, -2.52], [0.72, 0.77, -2.68], [-0.98, 0.13, -2.75], [-2.33, -0.12, -0.47]], "lowdin_charge": [-0.222, -0.317, 0.034, 0.008, -0.010, 0.221, -0.171, 0.029, 0.231, 0.112, 0.123, 0.115, 0.149, 0.121, 0.101, 0.134, 0.093, 0.131, 0.119], "homo_lumo_gap_ha": [0.3278, 0.3278], "total_charge": 1, "homo_energy_ev": [-13.80, -13.80]}

It is model one that is the most stable of them.

Model one:
{"formula": "C50H52N12OS3W", "method": "wB97M-V/def2-TZVPD", "symbols": ["W", "C", "C", "C", "C", "C", "C", "C", "C", "C", "C", "C", "C", "C", "C", "C", "C", "C", "H", "H", "H", "H", "H", "H", "H", "H", "H", "H", "H", "H", "H", "H", "H", "H", "H", "H", "H", "H", "H", "H", "H", "H", "H", "H", "H", "H", "H", "S", "C", "C", "C", "C", "N", "C", "C", "C", "S", "C", "N", "H", "H", "C", "N", "C", "N", "C", "N", "C", "C", "C", "C", "C", "C", "C", "N", "N", "C", "O", "C", "C", "C", "C", "C", "C", "N", "C", "N", "C", "N", "C", "H", "H", "H", "H", "H", "H", "H", "H", "H", "H", "H", "H", "H", "H", "H", "H", "C", "C", "C", "C", "N", "C", "S", "N", "H", "H", "H", "H", "H"], "positions_angstrom": [[-0.98, -1.04, 0.44], [-0.67, 0.09, 2.42], [0.64, -0.48, 2.31], [0.44, -1.91, 2.31], [-0.97, -2.13, 2.42], [-1.68, -0.90, 2.58], [-3.00, -0.73, 3.32], [-3.67, 0.62, 3.03], [-3.99, -1.85, 3.01], [-2.64, -0.79, 4.81], [1.37, -3.13, 2.49], [2.73, -3.03, 1.81], [0.69, -4.44, 2.06], [1.57, -3.26, 4.02], [1.87, 0.42, 2.47], [2.45, 0.19, 3.88], [3.01, 0.24, 1.46], [1.43, 1.90, 2.44], [-0.85, 1.15, 2.55], [-1.41, -3.11, 2.48], [-4.02, 0.68, 2.00], [-2.99, 1.46, 3.23], [-4.53, 0.74, 3.69], [-4.37, -1.78, 1.99], [-4.84, -1.78, 3.69], [-3.55, -2.83, 3.14], [-1.93, 0.00, 5.07], [-2.19, -1.75, 5.06], [-3.54, -0.66, 5.42], [2.66, -2.75, 0.76], [3.23, -4.00, 1.87], [3.37, -2.31, 2.31], [0.37, -4.44, 1.03], [-0.17, -4.69, 2.70], [1.41, -5.24, 2.19], [2.10, -2.41, 4.45], [2.15, -4.16, 4.21], [0.61, -3.36, 4.53], [2.99, -0.75, 3.93], [1.67, 0.20, 4.65], [3.16, 0.99, 4.10], [3.60, -0.65, 1.62], [3.71, 1.08, 1.56], [2.72, 0.15, 0.42], [0.81, 2.16, 3.30], [0.88, 2.17, 1.54], [2.32, 2.53, 2.48], [-2.80, -2.24, -0.22], [-2.24, -3.75, -0.95], [-3.16, -4.74, -1.30], [-2.71, -5.92, -1.85], [-3.66, -6.94, -2.20], [-4.42, -7.75, -2.49], [-1.33, -6.12, -2.05], [-0.43, -5.13, -1.70], [-0.88, -3.93, -1.14], [0.24, -2.66, -0.76], [-0.85, -7.36, -2.61], [-0.46, -8.35, -3.05], [-4.22, -4.59, -1.14], [0.63, -5.28, -1.87], [-3.70, 4.02, 0.57], [-3.35, 2.66, 0.17], [-2.24, 1.98, 0.40], [-2.38, 0.72, -0.01], [-3.65, 0.72, -0.53], [-4.26, 1.87, -0.43], [-4.02, 4.90, -0.61], [-5.23, 5.58, -0.69], [-5.48, 6.42, -1.78], [-4.54, 6.57, -2.78], [-3.33, 5.88, -2.70], [-3.08, 5.06, -1.61], [-2.32, 5.99, -3.74], [-2.27, 6.72, -4.80], [-1.08, 6.38, -5.45], [-0.51, 5.48, -4.72], [-1.24, 5.19, -3.62], [0.72, 4.72, -4.89], [1.48, 4.80, -6.06], [2.60, 4.00, -6.18], [2.97, 3.11, -5.17], [2.22, 3.05, -4.00], [2.57, 2.11, -2.89], [1.40, 1.40, -2.38], [1.09, 1.14, -1.13], [0.13, 0.22, -1.08], [-0.10, -0.04, -2.41], [0.64, 0.66, -3.22], [1.10, 3.86, -3.87], [-2.85, 4.41, 1.13], [-4.55, 3.95, 1.25], [-1.36, 2.40, 0.87], [-4.10, -0.15, -0.98], [-5.98, 5.46, 0.08], [-6.42, 6.94, -1.84], [-4.73, 7.21, -3.63], [-2.14, 4.53, -1.55], [1.18, 5.46, -6.85], [3.19, 4.04, -7.09], [3.82, 2.46, -5.29], [3.01, 2.63, -2.03], [3.29, 1.33, -3.19], [1.58, 1.60, -0.29], [-0.82, -0.76, -2.76], [0.50, 3.80, -2.97], [6.70, -1.59, 1.69], [6.08, -2.20, 0.47], [6.47, -3.45, 0.01], [5.80, -3.90, -1.13], [4.85, -3.22, -1.74], [4.52, -2.00, -1.23], [3.27, -1.11, -2.01], [5.13, -1.49, -0.13], [7.58, -2.13, 2.02], [5.97, -1.59, 2.51], [6.97, -0.55, 1.49], [7.24, -4.03, 0.49], [6.04, -4.87, -1.56]], "lowdin_charge": [1.106, -0.149, -0.127, -0.175, -0.175, -0.343, -0.541, -0.039, -0.052, -0.029, -0.509, -0.035, -0.054, -0.024, -0.491, -0.030, -0.056, -0.065, 0.089, 0.114, 0.062, 0.083, 0.095, 0.046, 0.092, 0.086, 0.090, 0.091, 0.088, 0.058, 0.098, 0.056, 0.036, 0.083, 0.095, 0.062, 0.096, 0.090, 0.062, 0.097, 0.094, 0.029, 0.099, 0.017, 0.089, 0.053, 0.093, 0.741, -0.593, -0.044, -0.180, -0.173, 0.176, -0.172, -0.028, -0.621, 0.744, -0.166, 0.181, 0.122, 0.135, -0.063, -0.104, -0.134, -0.052, -0.213, 0.156, -0.205, -0.024, -0.052, -0.004, -0.125, 0.031, -0.299, 0.127, 0.127, -0.284, 0.105, -0.133, -0.011, -0.053, -0.011, -0.193, -0.089, -0.134, -0.173, -0.083, -0.238, 0.164, 0.024, 0.137, 0.132, 0.131, 0.075, 0.116, 0.111, 0.121, 0.123, 0.119, 0.109, 0.122, 0.141, 0.071, 0.112, 0.108, 0.119, -0.040, -0.372, -0.052, -0.169, 0.031, -0.875, 0.529, 0.068, 0.069, 0.066, 0.077, 0.093, 0.100], "homo_lumo_gap_ha": 0.1870, "homo_energy_ev": -6.35}

Model two:
{"formula": "C50H52N12OS3W", "method": "wB97M-V/def2-TZVPD", "symbols": ["W", "C", "C", "C", "C", "C", "C", "C", "C", "C", "C", "C", "C", "C", "C", "C", "C", "C", "H", "H", "H", "H", "H", "H", "H", "H", "H", "H", "H", "H", "H", "H", "H", "H", "H", "H", "H", "H", "H", "H", "H", "H", "H", "H", "H", "H", "H", "S", "C", "C", "C", "C", "N", "C", "C", "C", "S", "C", "N", "H", "H", "C", "N", "C", "N", "C", "N", "C", "C", "C", "C", "C", "C", "C", "N", "N", "C", "O", "C", "C", "C", "C", "C", "C", "N", "C", "N", "C", "N", "C", "H", "H", "H", "H", "H", "H", "H", "H", "H", "H", "H", "H", "H", "H", "H", "H", "C", "C", "C", "C", "N", "C", "S", "N", "H", "H", "H", "H", "H"], "positions_angstrom": [[-0.25, 0.52, 1.25], [0.80, 1.20, 3.34], [-0.54, 0.88, 3.65], [-1.37, 1.77, 2.88], [-0.45, 2.61, 2.12], [0.91, 2.28, 2.46], [2.20, 3.09, 2.39], [3.40, 2.21, 2.01], [2.15, 4.34, 1.51], [2.41, 3.59, 3.83], [-2.83, 2.19, 3.09], [-2.95, 2.77, 4.51], [-3.22, 3.32, 2.13], [-3.83, 1.06, 2.91], [-0.76, -0.06, 4.85], [-2.16, -0.64, 5.06], [0.18, -1.27, 4.83], [-0.38, 0.79, 6.09], [1.65, 0.70, 3.78], [-0.77, 3.42, 1.50], [3.26, 1.74, 1.04], [3.55, 1.41, 2.74], [4.31, 2.81, 1.98], [2.21, 4.12, 0.46], [3.00, 4.98, 1.75], [1.25, 4.92, 1.69], [2.49, 2.75, 4.53], [1.57, 4.22, 4.14], [3.33, 4.18, 3.89], [-2.20, 3.56, 4.66], [-2.83, 2.03, 5.29], [-3.93, 3.23, 4.63], [-2.64, 4.23, 2.32], [-4.27, 3.56, 2.29], [-3.10, 3.03, 1.08], [-3.57, 0.15, 3.45], [-3.92, 0.80, 1.86], [-4.82, 1.39, 3.25], [-2.47, -1.25, 4.22], [-2.92, 0.12, 5.26], [-2.13, -1.29, 5.94], [-0.10, -1.96, 4.04], [0.09, -1.79, 5.79], [1.23, -1.01, 4.70], [-0.97, 1.71, 6.15], [0.67, 1.06, 6.06], [-0.56, 0.21, 7.00], [-1.48, -1.41, 1.65], [-0.35, -2.77, 1.63], [-0.85, -4.06, 1.53], [0.00, -5.15, 1.44], [-0.55, -6.47, 1.28], [-1.01, -7.52, 1.16], [1.38, -4.95, 1.48], [1.89, -3.67, 1.61], [1.04, -2.56, 1.67], [1.72, -0.96, 1.75], [2.29, -6.06, 1.35], [3.02, -6.94, 1.21], [-1.92, -4.21, 1.49], [2.96, -3.52, 1.65], [1.64, -3.98, -2.20], [0.90, -2.80, -1.80], [1.30, -1.73, -1.11], [0.28, -0.93, -0.86], [-0.77, -1.59, -1.45], [-0.44, -2.72, -2.03], [1.74, -4.09, -3.71], [1.82, -5.33, -4.34], [1.94, -5.39, -5.72], [1.97, -4.24, -6.49], [1.89, -3.01, -5.85], [1.77, -2.94, -4.47], [1.93, -1.74, -6.58], [1.85, -1.45, -7.83], [1.95, -0.08, -7.93], [2.08, 0.37, -6.73], [2.08, -0.63, -5.82], [2.22, 1.72, -6.20], [2.02, 2.85, -6.99], [2.14, 4.11, -6.43], [2.46, 4.25, -5.09], [2.67, 3.14, -4.30], [3.03, 3.26, -2.83], [1.92, 2.89, -1.96], [1.79, 1.85, -1.13], [0.66, 1.95, -0.46], [0.10, 3.09, -0.96], [0.84, 3.69, -1.87], [2.55, 1.88, -4.86], [1.13, -4.85, -1.78], [2.63, -3.92, -1.75], [2.31, -1.61, -0.76], [-1.78, -1.25, -1.40], [1.79, -6.24, -3.75], [1.99, -6.36, -6.21], [2.06, -4.28, -7.57], [1.67, -1.98, -3.99], [1.76, 2.72, -8.04], [1.97, 4.98, -7.04], [2.53, 5.24, -4.65], [3.30, 4.28, -2.59], [3.87, 2.61, -2.58], [2.52, 1.06, -1.04], [-0.87, 3.46, -0.67], [2.71, 1.00, -4.25], [-5.05, -2.84, -0.78], [-4.96, -1.34, -0.73], [-6.07, -0.52, -0.78], [-5.83, 0.85, -0.73], [-4.62, 1.36, -0.59], [-3.61, 0.49, -0.51], [-1.99, 1.20, -0.43], [-3.73, -0.83, -0.62], [-6.04, -3.17, -1.11], [-4.86, -3.25, 0.21], [-4.29, -3.24, -1.45], [-7.07, -0.92, -0.88], [-6.65, 1.55, -0.80]], "lowdin_charge": [1.017, -0.210, -0.225, -0.231, -0.151, -0.267, -0.529, -0.041, -0.033, -0.037, -0.512, -0.035, -0.065, -0.036, -0.501, -0.062, -0.054, -0.027, 0.087, 0.094, 0.051, 0.077, 0.093, 0.052, 0.090, 0.094, 0.083, 0.098, 0.089, 0.096, 0.053, 0.090, 0.086, 0.092, 0.031, 0.040, 0.048, 0.099, 0.049, 0.064, 0.092, 0.055, 0.094, 0.069, 0.073, 0.086, 0.091, 0.693, -0.605, -0.042, -0.189, -0.179, 0.169, -0.198, -0.061, -0.648, 0.702, -0.183, 0.170, 0.119, 0.120, -0.067, -0.126, -0.210, -0.039, -0.234, 0.155, -0.187, -0.021, -0.056, -0.012, -0.129, 0.031, -0.284, 0.123, 0.122, -0.292, 0.106, -0.128, -0.008, -0.054, -0.024, -0.201, -0.070, -0.106, -0.133, -0.061, -0.264, 0.150, 0.032, 0.131, 0.139, 0.106, 0.044, 0.120, 0.109, 0.119, 0.119, 0.121, 0.109, 0.116, 0.129, 0.134, 0.133, 0.077, 0.124, -0.020, -0.320, -0.016, -0.126, 0.056, -0.745, 0.710, 0.071, 0.076, 0.085, 0.084, 0.107, 0.109], "homo_lumo_gap_ha": 0.2562, "homo_energy_ev": -7.16}

It is model two that is the most stable of them.